1.
C27H52N2O18P | ωB97M-V/def2-TZVPD

XYZ file:
```
100
Properties=species:S:1:pos:R:3
C -2.67 2.81 3.72
C -2.74 1.28 3.93
C -2.57 0.48 2.67
C -3.58 -0.39 2.27
N -3.46 -1.11 1.17
N -2.42 -1.10 0.34
C -1.45 -0.31 0.71
C -1.44 0.50 1.87
C -0.23 1.32 2.15
P 1.00 0.36 3.14
O 0.50 -1.00 3.38
O 1.33 1.20 4.42
O 2.37 0.46 2.35
H -1.87 3.26 4.29
H -2.52 3.07 2.67
H -3.61 3.27 4.02
H -3.73 1.05 4.32
H -2.03 0.95 4.69
H -4.49 -0.50 2.83
H -4.20 -1.74 0.90
H -0.60 -0.29 0.04
H 0.25 1.64 1.23
H -0.46 2.20 2.74
H 0.72 0.98 5.14
H 2.43 -0.28 1.72
C 6.02 0.23 1.85
C 6.17 -1.17 1.28
O 5.69 -1.23 -0.08
C 6.55 -0.78 -1.00
O 7.65 -0.36 -0.79
O 5.95 -0.87 -2.19
C 6.75 -0.39 -3.28
H 4.99 0.57 1.73
H 6.28 0.23 2.91
H 6.67 0.93 1.33
H 5.54 -1.87 1.82
H 7.20 -1.52 1.33
H 7.73 -0.86 -3.28
H 6.86 0.70 -3.21
H 6.20 -0.65 -4.18
C -1.44 -1.64 8.97
C -2.94 -1.79 8.85
O -3.65 -0.79 9.60
C -3.74 0.41 9.04
O -3.33 0.72 7.95
O -4.38 1.21 9.88
C -4.53 2.56 9.44
H -1.15 -1.63 10.02
H -0.94 -2.46 8.48
H -1.11 -0.70 8.53
H -3.27 -2.74 9.27
H -3.27 -1.75 7.81
H -4.99 2.60 8.46
H -3.57 3.06 9.42
H -5.18 3.04 10.17
C 0.66 -7.87 0.33
C 0.37 -6.73 -0.62
O -0.65 -5.85 -0.10
C -0.24 -4.98 0.81
O 0.89 -4.83 1.22
O -1.30 -4.27 1.22
C -1.01 -3.33 2.25
H -0.26 -8.41 0.58
H 1.36 -8.57 -0.13
H 1.10 -7.50 1.26
H -0.04 -7.10 -1.55
H 1.27 -6.15 -0.84
H -0.15 -2.71 2.01
H -0.83 -3.86 3.19
H -1.89 -2.71 2.38
C -0.82 -0.99 -2.87
C -2.18 -1.35 -3.43
O -2.86 -0.20 -3.96
C -2.45 0.17 -5.18
O -1.61 -0.37 -5.84
O -3.15 1.25 -5.53
C -2.80 1.80 -6.81
H -0.92 -0.17 -2.15
H -0.38 -1.85 -2.38
H -0.14 -0.66 -3.66
H -2.83 -1.72 -2.64
H -2.10 -2.12 -4.20
H -2.86 1.04 -7.58
H -1.80 2.23 -6.78
H -3.53 2.58 -7.01
C 1.64 2.88 -10.30
C 2.03 3.37 -8.92
O 2.20 4.80 -8.90
C 1.08 5.51 -8.82
O -0.04 5.07 -8.73
O 1.40 6.80 -8.84
C 0.29 7.70 -8.80
H 2.35 3.22 -11.04
H 1.61 1.79 -10.31
H 0.65 3.25 -10.58
H 3.00 2.98 -8.63
H 1.30 3.08 -8.17
H -0.37 7.47 -7.96
H -0.28 7.64 -9.73
H 0.71 8.69 -8.69
```

Computed properties:
Gap between HOMO and LUMO = 0.2719 hartree
Net charge = +1
HOMO level = -12.07 eV

Mulliken atomic charge list, values in e, 99 entries: number 1, C, carries -1.47; number 2, C, carries -0.51; number 3, C, carries 0.60; number 4, C, carries -0.88; number 5, N, carries 0.27; number 6, N, carries -0.38; number 7, C, carries -1.00; number 8, C, carries 1.30; number 9, C, carries -1.20; number 10, P, carries 0.58; number 11, O, carries -0.59; number 12, O, carries -0.51; number 13, O, carries -0.38; number 14, H, carries 0.35; number 15, H, carries 0.44; number 16, H, carries 0.39; number 17, H, carries 0.42; number 18, H, carries 0.25; number 19, H, carries 0.50; number 20, H, carries 0.28; number 21, H, carries 0.66; number 22, H, carries 0.71; number 23, H, carries 0.31; number 24, H, carries 0.39; number 25, H, carries 0.37; number 26, C, carries -0.97; number 27, C, carries -0.29; number 28, O, carries -0.30; number 29, C, carries 0.74; number 30, O, carries -0.54; number 31, O, carries -0.32; number 32, C, carries -0.65; number 33, H, carries 0.19; number 34, H, carries 0.35; number 35, H, carries 0.34; number 36, H, carries 0.29; number 37, H, carries 0.36; number 38, H, carries 0.30; number 39, H, carries 0.30; number 40, H, carries 0.21; number 41, C, carries -1.07; number 42, C, carries -0.16; number 43, O, carries -0.34; number 44, C, carries 0.80; number 45, O, carries -0.57; number 46, O, carries -0.33; number 47, C, carries -0.61; number 48, H, carries 0.31; number 49, H, carries 0.37; number 50, H, carries 0.26; number 51, H, carries 0.29; number 52, H, carries 0.26; number 53, H, carries 0.28; number 54, H, carries 0.29; number 55, H, carries 0.22; number 56, C, carries -1.11; number 57, C, carries -0.16; number 58, O, carries -0.37; number 59, C, carries 0.74; number 60, O, carries -0.56; number 61, O, carries -0.39; number 62, C, carries -0.52; number 63, H, carries 0.30; number 64, H, carries 0.36; number 65, H, carries 0.32; number 66, H, carries 0.29; number 67, H, carries 0.31; number 68, H, carries 0.32; number 69, H, carries 0.50; number 70, H, carries 0.02; number 71, C, carries -0.87; number 72, C, carries -0.24; number 73, O, carries -0.38; number 74, C, carries 0.78; number 75, O, carries -0.55; number 76, O, carries -0.35; number 77, C, carries -0.60; number 78, H, carries 0.06; number 79, H, carries 0.32; number 80, H, carries 0.44; number 81, H, carries 0.28; number 82, H, carries 0.35; number 83, H, carries 0.30; number 84, H, carries 0.28; number 85, H, carries 0.23; number 86, C, carries -1.10; number 87, C, carries -0.10; number 88, O, carries -0.35; number 89, C, carries 0.79; number 90, O, carries -0.56; number 91, O, carries -0.33; number 92, C, carries -0.63; number 93, H, carries 0.30; number 94, H, carries 0.36; number 95, H, carries 0.30; number 96, H, carries 0.28; number 97, H, carries 0.24; number 98, H, carries 0.29; number 99, H, carries 0.29

2.
C27H52P2PtSi | ωB97M-V/def2-TZVPD

XYZ file:
```
83
Properties=species:S:1:pos:R:3
Pt -0.44 0.07 0.65
C -0.09 -2.41 1.79
C 1.25 -2.79 1.71
C 1.22 -0.91 3.03
C -0.17 -1.08 2.49
C 2.05 -1.88 2.49
C -1.27 -3.25 1.47
H -1.19 -3.70 0.47
H -2.21 -2.69 1.50
H -1.33 -4.08 2.19
C -1.27 -0.98 3.49
H -2.25 -1.16 3.02
H -1.30 0.00 3.96
H -1.10 -1.74 4.27
C 1.59 -0.06 4.18
H 1.72 -0.67 5.09
H 0.84 0.70 4.41
H 2.55 0.45 4.01
C 3.47 -2.08 2.84
H 3.58 -2.69 3.75
H 3.96 -1.12 3.03
H 4.00 -2.59 2.04
C 1.75 -4.08 1.17
H 1.76 -4.85 1.96
H 2.78 -3.98 0.80
H 1.13 -4.45 0.35
C -1.63 0.81 -3.59
C -1.72 -0.57 -3.30
C -0.98 -1.60 -4.16
C 0.56 -1.44 -4.32
C 1.23 -0.62 -3.26
C 1.38 0.71 -3.38
C 0.78 1.55 -4.48
C -0.76 1.37 -4.70
H -1.44 -1.57 -5.16
H 0.76 -1.06 -5.34
H -1.17 -2.62 -3.80
H -0.90 0.79 -5.62
H -2.48 1.48 -3.38
H -2.71 -1.01 -3.09
H -1.17 2.37 -4.94
H 0.98 2.62 -4.28
H 2.16 1.23 -2.83
H 1.27 1.39 -5.46
H 1.01 -2.46 -4.32
H 1.88 -1.19 -2.61
P -1.29 0.14 -1.54
P 1.56 1.18 0.32
C -0.39 2.02 -1.52
C 0.87 2.47 -0.78
H -1.24 2.69 -1.31
H -0.20 2.19 -2.59
H 1.67 2.71 -1.49
H 0.67 3.38 -0.19
C 2.45 2.13 1.57
H 2.76 1.45 2.37
H 1.81 2.93 1.98
H 3.33 2.58 1.09
C 2.74 0.11 -0.49
H 3.24 0.62 -1.33
H 2.25 -0.79 -0.85
H 3.49 -0.18 0.25
C -3.10 0.28 -1.06
H -3.43 -0.58 -0.46
H -3.73 0.33 -1.96
H -3.31 1.19 -0.48
C -0.80 -1.70 -1.27
H -0.55 -2.01 -0.26
H 0.10 -1.90 -1.85
H -1.61 -2.36 -1.58
C -3.34 1.38 2.23
Si -1.54 1.89 1.84
C -1.72 3.60 0.98
C -0.70 2.46 3.46
H -3.82 0.82 1.42
H -3.90 2.31 2.40
H -3.39 0.77 3.14
H -2.46 4.18 1.55
H -0.77 4.15 1.00
H -2.08 3.55 -0.05
H -0.99 3.51 3.61
H -1.04 1.90 4.34
H 0.39 2.42 3.41
```

Computed properties:
Gap between HOMO and LUMO (alpha / beta) = 0.2219 / 0.2500 hartree
Net charge = +2
HOMO level (alpha / beta) = -11.98 / -14.74 eV
Spin multiplicity = 5
ΔE to the lowest compared entry with this formula, charge and spin = 62.7 kcal/mol

Mulliken atomic charges, in units of e: number 1, Pt, carries 0.12; number 2, C, carries -1.49; number 3, C, carries 1.30; number 4, C, carries -0.56; number 5, C, carries 3.35; number 6, C, carries 0.88; number 7, C, carries -1.24; number 8, H, carries 0.50; number 9, H, carries 0.21; number 10, H, carries 0.38; number 11, C, carries -1.87; number 12, H, carries 0.44; number 13, H, carries 0.30; number 14, H, carries 0.38; number 15, C, carries -1.60; number 16, H, carries 0.35; number 17, H, carries 0.22; number 18, H, carries 0.51; number 19, C, carries -2.00; number 20, H, carries 0.38; number 21, H, carries 0.40; number 22, H, carries 0.45; number 23, C, carries -1.87; number 24, H, carries 0.33; number 25, H, carries 0.43; number 26, H, carries 0.41; number 27, C, carries -1.04; number 28, C, carries -0.33; number 29, C, carries -1.36; number 30, C, carries -1.23; number 31, C, carries -1.08; number 32, C, carries -0.08; number 33, C, carries -1.34; number 34, C, carries -0.86; number 35, H, carries 0.55; number 36, H, carries 0.31; number 37, H, carries 0.42; number 38, H, carries 0.40; number 39, H, carries 0.62; number 40, H, carries 0.81; number 41, H, carries 0.43; number 42, H, carries 0.30; number 43, H, carries 0.94; number 44, H, carries 0.45; number 45, H, carries 0.37; number 46, H, carries 1.25; number 47, P, carries 2.38; number 48, P, carries 0.59; number 49, C, carries -1.08; number 50, C, carries -1.81; number 51, H, carries 0.37; number 52, H, carries 0.31; number 53, H, carries 0.80; number 54, H, carries 0.55; number 55, C, carries -1.06; number 56, H, carries 0.19; number 57, H, carries 0.29; number 58, H, carries 0.54; number 59, C, carries -1.15; number 60, H, carries 0.71; number 61, H, carries -0.26; number 62, H, carries 0.63; number 63, C, carries -1.18; number 64, H, carries 0.27; number 65, H, carries 0.67; number 66, H, carries 0.29; number 67, C, carries -0.70; number 68, H, carries -1.04; number 69, H, carries 0.08; number 70, H, carries 0.82; number 71, C, carries -1.39; number 72, Si, carries 0.99; number 73, C, carries -1.51; number 74, C, carries -1.58; number 75, H, carries 0.34; number 76, H, carries 0.48; number 77, H, carries 0.43; number 78, H, carries 0.57; number 79, H, carries 0.38; number 80, H, carries 0.41; number 81, H, carries 0.50; number 82, H, carries 0.56; number 83, H, carries 0.37

3.
C27H53CaCl2CsFLiN3O11 | ωB97M-V/def2-TZVPD

XYZ file:
```
100
Properties=species:S:1:pos:R:3
C 0.84 -3.78 -1.03
C 0.52 -3.04 0.36
C 0.35 -1.43 0.20
N -1.08 -0.99 0.37
C -1.59 -0.09 -0.74
C -1.54 -0.78 -2.18
C -2.95 -1.47 -2.56
O -2.74 -2.81 -3.10
C -0.87 1.34 -0.77
N -0.16 1.71 0.49
C 0.18 3.17 0.55
C 1.64 3.35 -0.15
C 1.55 4.26 -1.49
C 2.48 3.65 -2.65
C 1.63 3.20 -3.96
C 1.97 4.14 -5.23
O 0.73 4.52 -5.91
C 1.00 4.97 -7.25
C 0.61 6.45 -7.70
O 1.51 4.23 -8.10
C -0.84 1.23 1.73
C -2.13 2.20 1.95
C -1.38 -0.28 1.65
C -0.95 -1.07 2.97
C -2.17 -1.96 3.57
C -2.10 -3.48 3.12
N -2.88 -4.04 1.99
O -1.37 -4.27 3.79
H 1.96 -3.73 -1.31
H 0.27 -3.38 -1.93
H 0.56 -4.90 -0.95
H 1.42 -3.23 1.05
H -0.38 -3.52 0.90
H 0.81 -1.17 -0.81
H 1.04 -0.97 0.99
H -1.65 -1.86 0.33
H -2.69 0.12 -0.47
H -1.39 0.07 -2.94
H -0.66 -1.48 -2.33
H -3.53 -0.89 -3.35
H -3.55 -1.59 -1.57
H -3.63 -3.17 -3.35
H -0.10 1.43 -1.62
H -1.65 2.16 -0.96
H -0.61 3.85 0.08
H 0.33 3.44 1.66
H 2.43 3.74 0.58
H 2.00 2.32 -0.49
H 0.46 4.21 -1.83
H 1.84 5.32 -1.22
H 3.15 2.79 -2.31
H 3.20 4.48 -3.00
H 1.86 2.10 -4.17
H 0.51 3.25 -3.73
H 2.67 3.54 -5.92
H 2.54 5.09 -4.95
H 0.35 7.10 -6.79
H 1.50 6.87 -8.27
H -0.33 6.45 -8.36
H -0.15 1.44 2.60
H -1.86 3.20 2.40
H -2.88 1.70 2.67
H -2.70 2.40 0.99
H -2.53 -0.20 1.70
H 0.01 -1.68 2.89
H -0.75 -0.27 3.77
H -2.01 -1.96 4.70
H -3.19 -1.45 3.39
H -3.22 -4.96 2.34
H -2.29 -4.24 1.18
C 3.77 0.68 -8.63
O 3.11 0.15 -9.53
O 3.93 0.21 -7.46
O 4.39 1.77 -8.75
C -0.42 0.20 9.67
C 0.96 -0.32 9.28
O 0.97 -1.75 9.14
C 0.38 -2.23 8.05
O -0.15 -1.58 7.17
O 0.45 -3.58 8.10
C -0.25 -4.23 7.03
H -0.77 -0.30 10.58
H -0.39 1.27 9.84
H -1.15 -0.01 8.89
H 1.67 -0.08 10.07
H 1.32 0.16 8.37
H 0.09 -3.87 6.06
H -1.32 -4.07 7.14
H -0.04 -5.30 7.09
C 2.50 -1.33 -4.51
Cl 2.97 -2.46 -3.24
Cl 1.04 -0.44 -4.07
H 3.32 -0.62 -4.67
H 2.31 -1.88 -5.43
Li -3.78 -2.76 -0.62
Cs -2.59 -3.09 7.99
F -4.53 -1.28 4.29
Ca 3.35 -3.34 -6.22
O 1.11 -5.60 -3.81
H 0.32 -5.64 -3.28
```

Computed properties:
Gap between HOMO and LUMO = 0.0599 hartree
Net charge = +1
HOMO level = -6.34 eV

Mulliken atomic charge list, values in e, 99 entries: number 1, C, carries -0.97; number 2, C, carries -0.25; number 3, C, carries -0.55; number 4, N, carries 0.93; number 5, C, carries 0.10; number 6, C, carries 0.13; number 7, C, carries -0.71; number 8, O, carries -0.47; number 9, C, carries -1.40; number 10, N, carries 0.36; number 11, C, carries -0.94; number 12, C, carries -0.68; number 13, C, carries -0.60; number 14, C, carries -0.87; number 15, C, carries 0.35; number 16, C, carries -0.52; number 17, O, carries -0.36; number 18, C, carries 0.60; number 19, C, carries -0.85; number 20, O, carries -0.46; number 21, C, carries -0.62; number 22, C, carries -1.22; number 23, C, carries -0.62; number 24, C, carries -0.93; number 25, C, carries -0.07; number 26, C, carries 0.06; number 27, N, carries -0.44; number 28, O, carries -0.61; number 29, H, carries 0.00; number 30, H, carries 0.24; number 31, H, carries 0.43; number 32, H, carries 0.38; number 33, H, carries -0.05; number 34, H, carries 0.43; number 35, H, carries 0.41; number 36, H, carries 0.00; number 37, H, carries 0.65; number 38, H, carries 0.70; number 39, H, carries -0.54; number 40, H, carries 0.37; number 41, H, carries 0.00; number 42, H, carries 0.34; number 43, H, carries 0.11; number 44, H, carries 0.39; number 45, H, carries 0.43; number 46, H, carries 0.42; number 47, H, carries 0.46; number 48, H, carries 0.19; number 49, H, carries 0.27; number 50, H, carries 0.43; number 51, H, carries 0.42; number 52, H, carries 0.42; number 53, H, carries -0.39; number 54, H, carries 0.21; number 55, H, carries 0.32; number 56, H, carries 0.25; number 57, H, carries 0.27; number 58, H, carries 0.29; number 59, H, carries 0.27; number 60, H, carries 0.81; number 61, H, carries 0.37; number 62, H, carries 0.41; number 63, H, carries 0.29; number 64, H, carries 0.61; number 65, H, carries 0.19; number 66, H, carries 0.49; number 67, H, carries -0.17; number 68, H, carries 0.68; number 69, H, carries 0.35; number 70, H, carries 0.37; number 71, C, carries 0.77; number 72, O, carries -0.62; number 73, O, carries -0.54; number 74, O, carries -0.54; number 75, C, carries -0.98; number 76, C, carries -0.14; number 77, O, carries -0.38; number 78, C, carries 0.59; number 79, O, carries -0.48; number 80, O, carries -0.32; number 81, C, carries -0.93; number 82, H, carries 0.30; number 83, H, carries 0.37; number 84, H, carries 0.18; number 85, H, carries 0.32; number 86, H, carries 0.29; number 87, H, carries 0.48; number 88, H, carries 0.33; number 89, H, carries 0.31; number 90, C, carries -0.47; number 91, Cl, carries -0.11; number 92, Cl, carries -0.17; number 93, H, carries 0.59; number 94, H, carries 0.04; number 95, Li, carries 0.89; number 96, Cs, carries 1.06; number 97, F, carries -0.89; number 98, Ca, carries 0.95; number 99, O, carries -0.94

| no. | energy (Eh) | maximum force (eV Å⁻¹) |
| --- | --- | --- |
| 1 | -2865.10327 | 0.832 |
| 2 | -2150.69977 | 3.617 |
| 3 | -3777.13180 | 6.513 |